# 1
17
Properties=species:S:1:pos:R:3:nbo_charge:R:1 method="wB97M-V/def2-TZVPD" de_lowest_kj_mol=125.9 charge=+1 fmax_ev_per_a=3.93 gap_ev=11.134 homo_ev=-14.07
N 1.183 -2.746 -0.252 -0.856
C 0.837 -2.081 0.931 0.373
N -0.087 -1.164 0.999 -0.733
H 1.090 -3.741 -0.096 0.396
H 2.205 -2.686 -0.323 0.387
H 1.494 -2.413 1.775 0.166
H -0.017 -0.673 1.957 0.375
N -1.536 0.654 -0.023 -0.762
C -0.670 1.535 -0.517 0.678
N -1.078 2.788 -0.938 -0.772
N 0.621 1.219 -0.615 -0.763
H -1.135 -0.218 0.421 0.444
H -2.492 0.964 0.102 0.412
H -2.092 2.838 -1.164 0.414
H -0.494 3.168 -1.648 0.407
H 0.923 0.537 0.086 0.421
H 1.249 2.017 -0.695 0.412

# 2
7
Properties=species:S:1:pos:R:3:nbo_charge:R:1 method="wB97M-V/def2-TZVPD" de_lowest_kj_mol=417.5 fmax_ev_per_a=5.25 gap_ev=9.104 homo_ev=-8.83
C 0.589 -0.229 0.005 -0.178
C -0.042 0.921 0.052 -0.333
N -0.471 -1.150 0.093 -0.680
S -1.632 0.140 -0.036 0.397
H 1.611 -0.400 0.160 0.209
H 0.590 2.435 0.449 0.211
H -0.644 -1.717 -0.723 0.375

# 3
93
Properties=species:S:1:pos:R:3:lowdin_charge:R:1 method="wB97M-V/def2-TZVPD" de_lowest_kj_mol=4.6 charge=+1 fmax_ev_per_a=0.85 gap_ev=7.594 homo_ev=-11.08
Hf 0.404 -0.103 -0.022 1.588
C -0.470 -6.516 -4.667 -0.037
C -0.013 -6.407 -3.206 -0.553
C 1.348 -7.097 -3.040 -0.037
C -1.031 -7.131 -2.325 -0.058
C 0.125 -4.934 -2.825 -0.149
C -0.591 -4.357 -1.787 -0.044
C -0.401 -3.021 -1.483 -0.389
Se -1.347 -2.236 0.001 1.214
C -0.380 -3.018 1.469 -0.391
C -0.583 -4.348 1.790 -0.045
C 0.156 -4.930 2.810 -0.150
C 1.069 -4.117 3.476 0.028
C 1.289 -2.767 3.204 -0.076
C 0.529 -2.211 2.166 -0.317
O 0.651 -0.915 1.777 -0.300
C 2.346 -2.042 4.051 -0.526
C 2.535 -0.554 3.740 -0.054
C 3.701 -2.733 3.835 -0.033
C 1.950 -2.145 5.533 -0.035
C 0.008 -6.396 3.207 -0.554
C -0.395 -6.488 4.685 -0.037
C -1.056 -7.110 2.372 -0.058
C 1.349 -7.112 2.994 -0.037
C 0.470 -2.204 -2.214 -0.322
O 0.590 -0.904 -1.834 -0.303
C 1.203 -2.754 -3.275 -0.077
C 0.999 -4.111 -3.529 0.028
C 2.215 -2.016 -4.165 -0.528
C 1.785 -2.164 -5.633 -0.036
C 3.596 -2.663 -3.970 -0.034
C 2.368 -0.517 -3.891 -0.057
H -0.580 -7.565 -4.946 0.090
H 0.249 -6.065 -5.351 0.079
H -1.431 -6.021 -4.811 0.094
H 1.268 -8.151 -3.310 0.090
H 1.691 -7.035 -2.006 0.089
H 2.110 -6.648 -3.677 0.079
H -1.100 -8.175 -2.632 0.092
H -2.028 -6.696 -2.415 0.092
H -0.736 -7.118 -1.273 0.073
H -1.295 -4.939 -1.210 0.096
H -1.316 -4.922 1.242 0.096
H 1.651 -4.565 4.271 0.106
H 2.909 -0.395 2.728 0.057
H 3.274 -0.151 4.436 0.092
H 1.613 0.011 3.861 0.088
H 3.990 -2.695 2.781 0.077
H 3.684 -3.779 4.139 0.081
H 4.474 -2.228 4.418 0.092
H 0.997 -1.646 5.713 0.097
H 2.709 -1.664 6.152 0.091
H 1.858 -3.178 5.866 0.079
H -1.342 -5.977 4.862 0.094
H 0.357 -6.043 5.338 0.079
H -0.511 -7.533 4.977 0.090
H -2.041 -6.656 2.496 0.092
H -1.130 -8.150 2.690 0.092
H -0.802 -7.110 1.309 0.072
H 2.142 -6.670 3.599 0.079
H 1.654 -7.062 1.947 0.089
H 1.262 -8.162 3.275 0.090
H 1.561 -4.554 -4.340 0.106
H 1.724 -3.205 -5.945 0.078
H 2.508 -1.666 -6.280 0.091
H 0.809 -1.704 -5.796 0.097
H 3.597 -3.719 -4.241 0.082
H 3.916 -2.584 -2.928 0.076
H 4.336 -2.157 -4.591 0.092
H 1.424 0.016 -3.996 0.088
H 3.072 -0.107 -4.617 0.091
H 2.765 -0.322 -2.894 0.060
F 7.599 0.904 -0.276 0.167
C 6.997 -0.059 0.428 -0.596
F 7.309 0.121 1.717 0.170
F 7.498 -1.234 0.043 0.164
C 5.496 -0.004 0.245 -0.069
C 4.848 1.221 0.311 0.048
C 3.473 1.244 0.185 -0.078
N 2.753 0.132 0.005 -0.041
C 3.387 -1.045 -0.064 -0.107
C 4.759 -1.160 0.048 0.041
H 5.397 2.140 0.458 0.139
H 2.919 2.171 0.238 0.099
H 2.772 -1.928 -0.208 0.129
H 5.233 -2.129 -0.013 0.136
C 0.807 4.278 -0.205 -0.028
O -0.323 3.391 -0.105 -0.031
C -0.081 2.117 -0.063 -0.390
O -1.097 1.359 0.062 -0.129
H 0.437 5.183 -0.676 0.101
H 1.586 3.831 -0.819 0.082
H 1.173 4.505 0.795 0.100

# 4
21
Properties=species:S:1:pos:R:3:nbo_charge:R:1 method="wB97M-V/def2-TZVPD" de_lowest_kj_mol=462.2 fmax_ev_per_a=4.07 smiles=c1ccc([C@H]2[C@]34C[C@]23C4)cc1 gap_ev=10.312 homo_ev=-9.26
C -1.184 2.787 -0.957 -0.219
C -2.081 1.920 -0.308 -0.207
C 0.034 2.363 -1.375 -0.213
C -1.577 0.633 0.102 -0.194
C 0.413 1.034 -1.252 -0.187
C -0.324 0.146 -0.478 -0.057
C 1.226 -2.916 0.738 -0.440
C 1.146 -0.938 1.677 -0.410
C 0.154 -1.235 -0.334 -0.225
C 1.456 -1.469 0.357 -0.040
C 0.123 -2.024 1.065 -0.023
H -1.638 3.810 -1.023 0.216
H -2.977 2.404 0.009 0.214
H 0.761 3.026 -1.899 0.217
H -2.314 -0.016 0.678 0.229
H 1.273 0.702 -1.686 0.210
H 1.066 -3.860 0.083 0.229
H 1.868 -3.305 1.527 0.219
H 1.784 -1.263 2.476 0.218
H 0.814 0.101 1.726 0.233
H -0.022 -1.898 -1.126 0.230

# 5
14
Properties=species:S:1:pos:R:3:nbo_charge:R:1 method="wB97M-V/def2-TZVPD" de_lowest_kj_mol=261.1 fmax_ev_per_a=4.07 gap_ev=9.270 homo_ev=-8.82
C -1.691 1.183 0.526 -0.322
C -0.253 0.953 0.130 -0.242
C -2.417 -0.094 0.855 -0.532
C 0.157 -0.285 -0.205 -0.097
C 1.393 -0.989 -0.771 -0.675
O -1.813 -2.410 -0.459 -0.941
S -3.008 0.699 -0.685 0.119
S -1.260 -1.515 0.511 1.239
H -2.032 2.158 1.022 0.257
H 0.331 1.882 0.075 0.222
H -3.217 -0.069 1.496 0.252
H 0.957 -1.822 -1.366 0.245
H 2.143 -1.376 -0.045 0.241
H 1.919 -0.355 -1.481 0.234

| no. | LUMO (eV) |
| --- | --- |
| 1 | -2.9 |
| 2 | 0.3 |
| 3 | -3.5 |
| 4 | 1.0 |
| 5 | 0.4 |